A structure of composition C14H12I2N3O2RuTe, computed with wB97M-V/def2-TZVPD.

Results
LUMO energy (alpha / beta) ... -1.6 / -1.6 eV
Energy relative to the best compared isomer or geometry (same formula, charge and spin) ... 0.0 kJ/mol
Spin multiplicity ... 2
HOMO-LUMO gap (alpha / beta) ... 5.829 / 5.840 eV

Each line ends with the Mulliken spin population.
Positions of all 35 atoms, in Å:
Ru  0.8148  0.1343  -1.4816  0.959
O  -2.4136  -0.4350  2.9379  0.000
C  -3.2095  0.1198  2.0044  -0.002
C  -4.5204  0.4163  2.3799  0.000
C  -5.3883  1.0006  1.4824  -0.001
C  -4.9801  1.3030  0.1837  0.001
C  -3.6918  0.9975  -0.1956  0.007
C  -2.7908  0.4027  0.6962  0.002
C  -1.4317  0.1023  0.2228  -0.017
O  -1.1705  0.2347  -1.0263  0.031
N  -0.5305  -0.2970  1.1096  0.015
N  0.6369  -0.5469  0.4471  0.015
C  1.6660  -0.9761  1.0874  -0.014
C  2.8352  -1.2141  0.2576  0.006
C  4.0265  -1.7115  0.7623  -0.004
C  5.0694  -1.9566  -0.1149  0.000
C  4.8844  -1.7090  -1.4640  -0.003
C  3.6703  -1.2007  -1.8938  -0.005
N  2.6584  -0.9460  -1.0628  0.020
H  -1.5180  -0.5260  2.5541  0.001
H  -4.8271  0.1808  3.3895  0.000
H  -6.3994  1.2277  1.7950  0.000
H  -5.6606  1.7692  -0.5141  0.000
H  -3.3394  1.2041  -1.1978  0.000
H  1.6505  -1.1553  2.1547  -0.002
H  4.1239  -1.8932  1.8221  0.000
H  6.0110  -2.3406  0.2524  0.000
H  5.6592  -1.9053  -2.1897  0.000
H  3.4975  -1.0053  -2.9427  -0.003
I  2.5528  2.4313  0.2434  0.040
C  0.9000  2.0699  -1.0472  -0.074
I  -1.2544  0.8547  -4.1857  0.029
H  1.0971  2.6805  -1.9259  0.007
H  0.0282  2.4100  -0.4882  0.002
Te  1.3443  0.2790  -4.0521  -0.011

***

A cluster of 2 separate species, C9H14 in total, computed with wB97M-V/def2-TZVPD.

Results
Total charge ... +1
LUMO energy (alpha / beta) ... -4.4 / -8.2 eV
Energy relative to the best compared isomer or geometry (same formula, charge and spin) ... 76.8 kJ/mol
Spin multiplicity ... 2
HOMO-LUMO gap (alpha / beta) ... 10.257 / 6.441 eV

Each line ends with the Mulliken spin population.
Positions of all 23 atoms, in Å:
C  -2.0341  -1.6873  1.3756  0.000
C  -1.2482  -0.6151  2.2521  0.003
H  -2.3047  -1.3220  0.3844  0.001
H  -1.4060  -2.6041  1.3790  0.000
H  -2.9452  -2.0148  1.8916  0.000
H  -0.6275  0.1095  1.7564  0.005
H  -0.6226  -1.2066  2.9254  0.001
H  -2.0796  -0.1029  2.7708  -0.001
C  2.3260  -0.9372  -1.5346  0.020
C  -0.8998  0.7489  -0.6594  0.147
C  -0.4305  2.0964  -0.5513  0.291
C  -0.0428  -0.2783  -0.9710  0.039
C  1.2917  0.0747  -1.1483  0.230
C  0.9373  2.4023  -0.6435  -0.027
C  1.8385  1.4144  -1.0350  0.207
H  -1.9447  0.5659  -0.2842  0.016
H  -1.1000  2.8813  -0.2470  0.004
H  -0.4601  -1.2388  -1.1766  0.003
H  1.1469  3.4425  -0.5032  0.006
H  2.8919  -0.4519  -2.3385  0.022
H  1.8872  -1.8474  -1.8792  0.000
H  2.8662  1.7106  -1.0890  -0.003
H  2.9604  -1.1401  -0.6746  0.037

***

| no. | largest force on an atom (eV Å⁻¹) | electronic energy (eV) |
| --- | --- | --- |
| 1 | 2.29 | -49354.1363 |
| 2 | 3.53 | -9550.6453 |